No. 1
This record from OMol25 describes 10 unconnected molecules or ions with the total composition C10H40O10. The level of theory is the ωB97M-V functional and the def2-TZVPD basis.

```
! wB97M-V def2-TZVPD RIJCOSX def2/J DEFGRID3
* xyz 0 1
C 0.1051 0.0903 -0.4062
O -0.3075 0.8672 -1.5159
H -0.0694 0.7399 0.4515
H -0.4957 -0.8121 -0.2928
H 1.1498 -0.2168 -0.4553
H 0.4245 1.4458 -1.7416
C 0.0149 1.4154 5.6854
O 0.0608 2.8112 5.6626
H -0.6020 1.0285 6.4965
H -0.4248 1.0936 4.7414
H 1.0085 0.9673 5.6873
H -0.6332 3.1523 5.0937
C 4.0733 3.2273 -2.2500
O 2.7281 3.3471 -2.7265
H 4.4415 2.2618 -2.5968
H 4.7641 3.9955 -2.5976
H 4.0366 3.2561 -1.1610
H 2.7735 4.1364 -3.2710
C -5.0988 1.6300 -4.0205
O -4.2265 0.5921 -3.6729
H -5.9859 1.3369 -4.5822
H -5.3697 2.1646 -3.1101
H -4.5929 2.4499 -4.5302
H -3.3548 0.9149 -3.4332
C -2.7653 6.3257 -0.8931
O -3.5560 6.7957 0.1665
H -1.9953 7.0485 -1.1626
H -2.1964 5.4118 -0.7227
H -3.3499 6.2567 -1.8105
H -3.8229 7.7018 -0.0046
C 0.0445 -4.8642 -2.9192
O 0.6566 -5.5346 -3.9735
H 0.7445 -4.2018 -2.4099
H -0.7974 -4.3049 -3.3272
H -0.3892 -5.5514 -2.1928
H 0.5694 -6.4817 -3.8436
C 5.7392 -1.9234 -2.7245
O 6.0935 -2.2014 -1.4039
H 4.6849 -1.6975 -2.8842
H 6.3320 -1.0925 -3.1067
H 6.0042 -2.7379 -3.3985
H 6.8498 -2.7926 -1.3962
C -2.2824 -4.1292 3.2584
O -2.5958 -4.0560 4.6624
H -1.5443 -3.3454 3.0881
H -1.8896 -5.0905 2.9270
H -3.2075 -4.0306 2.6905
H -1.8128 -4.2252 5.1915
C 4.0739 -5.6657 1.2710
O 3.8541 -4.2464 1.4927
H 4.4217 -5.8698 0.2583
H 4.8058 -6.1515 1.9163
H 3.1460 -6.2224 1.4023
H 4.5274 -3.7278 1.0462
C -4.2705 2.7649 2.8955
O -3.4045 3.8078 3.2909
H -4.1130 1.8498 3.4664
H -5.3160 3.0611 2.9798
H -4.0874 2.5681 1.8392
H -3.5712 4.6574 2.8762
*
```

Summary:
HOMO energy (eV): -9.976
SMILES: CO.CO.CO.CO.CO.CO.CO.CO.CO.CO
LUMO level (eV): 0.311
Calculated total energy (hartree): -1157.14747
Energy above the lowest of the compared OMol25 structures with the same formula, charge and spin (kcal/mol): 128.3



No. 2
This record from OMol25 describes C7H8N2O2 in the gas phase. The level of theory is the ωB97M-V functional and the def2-TZVPD basis.

```
! wB97M-V def2-TZVPD RIJCOSX def2/J DEFGRID3
* xyz 0 1
C 0.4292 -0.9714 0.3468
C -1.4416 1.4128 -0.4391
C -0.6163 -1.4865 -0.2073
C -2.1648 0.3905 -0.0341
C 1.4118 -0.5407 1.0619
C 2.2756 0.4645 0.5789
C 2.4649 0.8212 -0.6293
N -1.9272 -0.9473 -0.2655
N -0.8831 2.3340 -1.0831
O -0.6045 -2.6422 -0.8460
O -3.1515 0.6493 0.8402
H 1.5724 -0.6191 2.0888
H 2.9437 1.0791 1.3584
H 3.0927 1.6537 -0.7800
H 1.8842 0.4708 -1.4487
H -2.4176 -1.5145 -0.9476
H 0.0001 2.5773 -0.6135
H 0.1500 -3.2682 -0.5989
H -3.0177 0.1367 1.6182
*
```

Summary:
HOMO energy (eV): -7.970
SMILES: C=CC=C=C(O)NC(O)=C=N
LUMO level (eV): 0.462
Calculated total energy (hartree): -531.34097
Energy above the lowest of the compared OMol25 structures with the same formula, charge and spin (kcal/mol): 136.9



No. 3
This record from OMol25 describes C2H4N4 in the gas phase. The level of theory is the ωB97M-V functional and the def2-TZVPD basis.

```
! wB97M-V def2-TZVPD RIJCOSX def2/J DEFGRID3
* xyz 0 1
C -1.1559 0.5068 1.2324
C 0.4021 0.2773 -0.1943
N -0.0979 1.1256 0.6950
N -1.3904 -0.7215 0.8317
N -0.4763 -0.9796 -0.1466
N 1.5312 0.1371 -0.8629
H -1.8054 1.0650 1.8584
H -0.3620 -1.7951 -0.7505
H 2.0422 0.9630 -1.0165
H 1.3124 -0.5786 -1.6468
*
```

Summary:
HOMO energy (eV): -8.398
SMILES: Nc1ncn[nH]1
LUMO level (eV): 0.562
Calculated total energy (hartree): -297.59762
Energy above the lowest of the compared OMol25 structures with the same formula, charge and spin (kcal/mol): 29.3



No. 4
This record from OMol25 describes 2 unconnected molecules or ions with the total composition C3H8S. The level of theory is the ωB97M-V functional and the def2-TZVPD basis.

```
! wB97M-V def2-TZVPD RIJCOSX def2/J DEFGRID3
* xyz 0 1
S -2.7063 0.0990 0.3136
H -2.9279 -0.1398 -0.9958
H -4.0681 0.4854 0.3738
C 0.7713 -1.0943 0.3811
C 1.5244 0.0156 -0.2629
C 1.2551 1.3612 -0.2119
H 0.1862 -0.7804 1.2665
H -0.0216 -1.4708 -0.2426
H 1.4429 -1.9307 0.7318
H 2.3796 -0.1819 -1.0525
H 1.4954 2.0706 -0.9920
H 0.6690 1.5660 0.6909
*
```

Summary:
HOMO energy (eV): -9.168
SMILES: C=CC.S
LUMO level (eV): 0.756
Calculated total energy (hartree): -517.22019
Energy above the lowest of the compared OMol25 structures with the same formula, charge and spin (kcal/mol): 37.9